DFT (ωB97M-V with the def2-TZVPD basis set) results for a single C3H7N3O molecule.

The relative energy (zero: lowest compared OMol25 entry of this formula, charge and spin) comes out at 278.2 kJ/mol. The calculation puts the HOMO-LUMO gap at 9.817 eV. For the HOMO energy, the calculation gives -9.03 eV. The SMILES is C=C(O)N=C(N)N.

```
! wB97M-V def2-TZVPD RIJCOSX def2/J DEFGRID3
* xyz 0 1
C 0.86 -0.14 0.36
C -1.31 0.18 0.04
N 2.27 0.25 1.07
N 1.10 -1.05 -0.62
C -1.61 0.89 -1.04
O -2.14 -0.72 0.64
N 0.00 0.52 0.96
H -3.05 -0.53 0.39
H 2.07 -1.24 -0.81
H 0.37 -1.21 -1.29
H 2.65 -0.48 1.66
H 2.25 1.11 1.60
H -0.87 1.53 -1.50
H -2.60 0.88 -1.47
*
```



DFT (ωB97M-V with the def2-TZVPD basis set) results for a single C4H10OSi molecule.

The relative energy (zero: lowest compared OMol25 entry of this formula, charge and spin) comes out at 179.2 kJ/mol. The calculation puts the HOMO-LUMO gap at 10.265 eV. For the HOMO energy, the calculation gives -9.40 eV. The SMILES is CC(=O)[C@H](C)[SiH3].

```
! wB97M-V def2-TZVPD RIJCOSX def2/J DEFGRID3
* xyz 0 1
C -0.98 0.06 0.39
C -1.63 1.33 -0.20
C 0.24 -1.96 -0.37
C 0.22 -0.44 -0.38
O -1.33 -0.36 1.44
Si 1.77 0.62 0.54
H -0.97 2.03 -0.85
H -2.05 1.96 0.61
H -2.44 1.12 -0.92
H -0.66 -2.38 -0.80
H 1.13 -2.41 -0.82
H 0.35 -2.22 0.69
H 0.35 0.04 -1.50
H 3.02 0.65 -0.27
H 1.66 0.03 1.93
H 1.31 1.94 0.53
*
```



DFT (ωB97M-V with the def2-TZVPD basis set) results for a molecular structure, C31H81BeN6O9.

The relative energy (zero: lowest compared OMol25 entry of this formula, charge and spin) comes out at 1724.9 kJ/mol. The calculation puts the HOMO-LUMO gap at 5.469 eV. For the HOMO energy, the calculation gives -10.18 eV.

```
! wB97M-V def2-TZVPD RIJCOSX def2/J DEFGRID3
* xyz 1 1
Be 2.17 -4.32 -0.45
C 0.63 -1.44 1.67
C 0.52 -1.91 0.15
C 0.68 -0.65 -0.72
O 1.57 -2.85 -0.15
H 0.63 -2.37 2.23
H -0.12 -0.72 1.99
H 1.58 -1.01 1.97
H -0.38 -2.51 0.00
H -0.24 -0.08 -0.63
H 0.62 -0.97 -1.76
H 1.49 0.05 -0.53
C -3.26 6.34 0.69
O -2.69 5.39 -0.24
C -2.10 5.92 -1.36
C -1.47 4.95 -2.35
N -2.64 4.02 -2.76
C -2.34 3.08 -3.80
C -1.35 1.91 -3.43
O -2.04 0.91 -2.70
C -1.14 0.08 -1.97
H -3.14 7.39 0.41
H -3.05 6.26 1.75
H -4.32 6.15 0.54
H -1.42 6.69 -0.98
H -2.86 6.50 -1.89
H -0.67 4.42 -1.83
H -1.20 5.56 -3.21
H -3.09 3.55 -1.98
H -2.03 3.62 -4.69
H -3.24 2.55 -4.11
H -0.60 2.33 -2.77
H -0.95 1.45 -4.33
H -0.44 0.62 -1.33
H -0.54 -0.46 -2.70
H -1.82 -0.53 -1.37
C -0.99 1.38 0.85
O -0.02 1.38 -0.21
C 1.26 1.73 0.21
C 1.38 3.30 0.16
N 0.56 3.93 1.12
C 0.38 5.33 0.89
C -0.36 5.95 2.10
O -1.29 5.07 2.77
C -1.99 5.54 3.91
H -0.49 1.11 1.78
H -1.81 0.72 0.59
H -1.53 2.32 0.96
H 1.91 1.32 -0.57
H 1.50 1.16 1.10
H 1.12 3.67 -0.83
H 2.40 3.58 0.41
H -0.42 3.66 1.17
H -0.24 5.29 0.00
H 1.31 5.86 0.69
H -0.87 6.86 1.79
H 0.42 6.17 2.83
H -2.83 6.19 3.67
H -1.39 6.00 4.69
H -2.39 4.55 4.14
C -1.78 -3.79 2.96
C -2.56 -2.53 2.42
C -3.13 -1.65 3.54
O -4.30 -2.22 4.12
C -5.04 -1.20 4.82
N -1.72 -1.83 1.43
H -2.33 -4.38 3.69
H -0.84 -3.71 3.51
H -1.61 -4.53 2.17
H -3.42 -2.96 1.89
H -3.40 -0.73 3.02
H -2.44 -1.28 4.30
H -5.31 -0.31 4.24
H -4.45 -1.08 5.72
H -6.01 -1.60 5.12
H -0.73 -1.94 1.58
H -1.80 -0.82 1.52
C 1.60 -1.50 -6.72
C 1.85 -2.31 -5.47
C 0.67 -2.11 -4.53
O 0.70 -2.94 -3.41
C -0.35 -2.69 -2.53
N 1.82 -3.73 -5.86
H 1.63 -0.42 -6.60
H 0.62 -1.54 -7.20
H 2.34 -1.67 -7.50
H 2.84 -2.07 -5.08
H -0.31 -2.25 -4.98
H 0.67 -1.08 -4.19
H -0.18 -1.72 -2.07
H -0.20 -3.38 -1.70
H -1.39 -2.88 -2.80
H 1.80 -4.27 -5.01
H 2.69 -3.98 -6.32
C 5.14 -0.66 1.96
C 3.83 -0.73 1.12
C 4.17 -0.80 -0.41
O 4.65 0.49 -0.88
C 3.57 1.41 -1.05
N 3.07 -1.97 1.54
H 5.02 -0.40 3.02
H 5.69 0.22 1.61
H 5.74 -1.56 2.01
H 3.19 0.11 1.38
H 3.25 -1.10 -0.92
H 4.92 -1.51 -0.77
H 2.77 1.38 -0.31
H 3.20 1.37 -2.08
H 3.84 2.42 -0.75
H 2.56 -2.07 2.41
H 2.19 -2.07 1.05
C 1.23 -4.60 3.64
C 1.40 -4.93 2.16
C 0.05 -4.91 1.28
O 0.28 -5.15 -0.11
C -0.92 -4.74 -0.84
N 2.51 -4.20 1.54
H 0.74 -3.65 3.90
H 2.17 -4.79 4.15
H 0.61 -5.38 4.09
H 1.84 -5.93 2.09
H -0.39 -3.92 1.46
H -0.58 -5.65 1.78
H -1.31 -3.74 -0.66
H -1.72 -5.48 -0.69
H -0.68 -4.77 -1.91
H 2.32 -3.21 1.61
H 3.41 -4.40 1.96
*
```



DFT (ωB97M-V with the def2-TZVPD basis set) results for a single C3H5NP2 molecule.

The relative energy (zero: lowest compared OMol25 entry of this formula, charge and spin) comes out at 381.4 kJ/mol. The calculation puts the HOMO-LUMO gap (alpha / beta) at 6.411 / 6.908 eV. For the HOMO energy (alpha / beta), the calculation gives -7.84 / -7.85 eV.

```
! wB97M-V def2-TZVPD RIJCOSX def2/J DEFGRID3
* xyz 0 1
C 0.97 -0.22 -0.12
C -0.01 -0.01 0.73
C -0.74 0.00 1.94
N 1.32 -0.05 -1.41
P -1.68 0.47 -1.94
P 0.19 0.31 -2.51
H 1.88 -0.58 0.28
H -1.45 -0.87 1.83
H -1.26 1.03 2.10
H -0.17 -0.26 2.85
H 0.96 0.17 -3.75
*
```



DFT (ωB97M-V with the def2-TZVPD basis set) results for a gas-phase ion, C2H7IN3S (charge +1).

The relative energy (zero: lowest compared OMol25 entry of this formula, charge and spin) comes out at 89.1 kJ/mol. The calculation puts the HOMO-LUMO gap at 8.073 eV. For the HOMO energy, the calculation gives -13.10 eV. The SMILES is CS[C@@H]([NH3+])/N=N/I.

```
! wB97M-V def2-TZVPD RIJCOSX def2/J DEFGRID3
* xyz 1 1
C -1.59 1.27 -0.06
C 0.57 -0.64 -0.62
N -0.29 -1.59 -0.99
N -0.96 -1.43 -2.09
N 1.62 -1.20 0.28
S -0.31 0.40 0.85
I -2.48 -2.62 -2.52
H -2.14 0.65 -0.67
H -1.07 1.93 -0.72
H -2.21 1.81 0.69
H 1.00 0.16 -1.40
H 1.32 -2.21 0.37
H 1.61 -0.60 1.18
H 2.62 -1.20 -0.06
*
```



DFT (ωB97M-V with the def2-TZVPD basis set) results for a single C4H5NO molecule.

The relative energy (zero: lowest compared OMol25 entry of this formula, charge and spin) comes out at 523.4 kJ/mol. The calculation puts the HOMO-LUMO gap at 9.316 eV. For the HOMO energy, the calculation gives -9.68 eV.

```
! wB97M-V def2-TZVPD RIJCOSX def2/J DEFGRID3
* xyz 0 1
C -0.64 -1.04 0.24
C 0.28 0.14 0.08
N -0.13 1.35 -0.09
O -1.51 1.41 -0.10
C 2.26 0.46 -1.10
C 1.74 -0.07 -0.02
H -1.15 -1.24 -0.71
H -0.08 -1.93 0.54
H -1.41 -0.82 0.98
H -1.68 2.35 -0.19
H 2.30 -0.68 0.69
*
```